(1)
{
  "formula": "C5H11N3O",
  "method": "ωB97M-V/def2-TZVPD",
  "e_lumo_ev": [0.2, 0.2],
  "relative_energy_kcal_mol": 153.6,
  "total_energy_ev": -11875.109,
  "orbital_gap_ev": [7.91, 7.91],
  "molar_mass_g_mol": 129.163,
  "species": ["C", "C", "O", "N", "H", "H", "H", "H", "H", "C", "C", "N", "C", "N", "H", "H", "H", "H", "H", "H"],
  "xyz": [[0.0950, 1.1949, -2.5364], [1.7821, 1.6103, 0.4846], [0.4198, 1.9382, -1.4284], [0.8839, 1.0287, -0.1876], [-0.9812, 1.0135, -2.5921], [0.5092, 1.6608, -3.4351], [0.5587, 0.1506, -2.4194], [1.9696, 1.2969, 1.5039], [2.3580, 2.4262, 0.0599], [-1.2426, -2.1390, 0.5940], [-0.6746, -0.1940, 1.9843], [-0.6480, -0.8162, 0.6726], [0.3769, -0.5623, -0.1976], [0.8873, -1.0832, -1.1798], [-0.0025, -0.6943, 2.6951], [-0.6950, -2.8733, 1.1990], [-2.2731, -2.0882, 0.9521], [-1.2453, -2.4747, -0.4409], [-1.6911, -0.2465, 2.3767], [-0.3870, 0.8517, 1.8951]]
}



(2)
{
  "formula": "C22H56O19S6",
  "method": "ωB97M-V/def2-TZVPD",
  "smiles": "CCOS(C)(=O)=O.CCOS(C)(=O)=O.CCOS(C)(=O)=O.CCOS(C)(=O)=O.CCOS(C)(=O)=O.CCOS(C)(=O)=O.C1CCOC1",
  "e_lumo_ev": 0.2,
  "total_energy_ev": -127628.515,
  "orbital_gap_ev": 9.74,
  "molar_mass_g_mol": 817.073,
  "species": ["C", "C", "O", "S", "C", "O", "O", "H", "H", "H", "H", "H", "H", "H", "H", "C", "C", "O", "S", "C", "O", "O", "H", "H", "H", "H", "H", "H", "H", "H", "C", "C", "O", "S", "C", "O", "O", "H", "H", "H", "H", "H", "H", "H", "H", "C", "C", "O", "S", "C", "O", "O", "H", "H", "H", "H", "H", "H", "H", "H", "C", "C", "O", "S", "C", "O", "O", "H", "H", "H", "H", "H", "H", "H", "H", "C", "C", "O", "S", "C", "O", "O", "H", "H", "H", "H", "H", "H", "H", "H", "C", "C", "C", "O", "C", "H", "H", "H", "H", "H", "H", "H", "H"],
  "xyz": [[10.8156, -6.0874, -26.5474], [12.2413, -5.4977, -26.3425], [12.6784, -5.0491, -27.6496], [14.1714, -4.3329, -27.7044], [14.1026, -3.8198, -29.5571], [14.1355, -3.1788, -26.7838], [15.1929, -5.3576, -27.5424], [10.3999, -6.2990, -25.5623], [10.9971, -7.0407, -27.0436], [10.2449, -5.3087, -27.0535], [12.2534, -4.6231, -25.6921], [12.8472, -6.3409, -26.0108], [14.7319, -2.9366, -29.6665], [13.0424, -3.6220, -29.7154], [14.3562, -4.6691, -30.1916], [13.1624, 0.4790, -16.4284], [12.9167, -0.9294, -17.1314], [13.7229, -1.9174, -16.5084], [13.6254, -3.4691, -17.1609], [15.1807, -3.3817, -18.1149], [13.7632, -4.3640, -15.9836], [12.5794, -3.5168, -18.1665], [12.3063, 1.0841, -16.7269], [14.1513, 0.9233, -16.5413], [13.0070, 0.4116, -15.3516], [11.8493, -1.1104, -17.0051], [12.9445, -0.9045, -18.2207], [15.1810, -4.2780, -18.7352], [15.9977, -3.1324, -17.4378], [15.0362, -2.5746, -18.8331], [13.4744, -2.7602, -21.4312], [12.3539, -3.0573, -22.4754], [12.2084, -4.4329, -22.9007], [10.8972, -5.3393, -22.4667], [11.0337, -4.9911, -20.6444], [9.5755, -4.7139, -22.8528], [11.2037, -6.7787, -22.5650], [14.4983, -3.0056, -21.7129], [13.3409, -3.4561, -20.6029], [13.6112, -1.7392, -21.0748], [11.3476, -2.8079, -22.1389], [12.4685, -2.4743, -23.3893], [10.8740, -3.9570, -20.3391], [12.0170, -5.3643, -20.3583], [10.1803, -5.5633, -20.2804], [18.0256, -9.8723, -25.5878], [19.2942, -9.1257, -25.1235], [19.4380, -7.9446, -25.8856], [20.8351, -6.9989, -25.9400], [20.9379, -6.4095, -24.2213], [21.9681, -7.8283, -26.2245], [20.6462, -5.7921, -26.7517], [17.1615, -9.2771, -25.2923], [17.8986, -10.7914, -25.0159], [18.0906, -9.9989, -26.6684], [19.1580, -8.8502, -24.0777], [20.1764, -9.7475, -25.2756], [20.0072, -5.9047, -23.9624], [21.4965, -5.4819, -24.0962], [21.2466, -7.1846, -23.5199], [13.4783, -9.0474, -22.5871], [14.0363, -7.9118, -21.7765], [15.3912, -7.7275, -22.0882], [15.9525, -6.2026, -22.4162], [14.9945, -5.7428, -23.9827], [15.5838, -5.4076, -21.2164], [17.3921, -6.3599, -22.7882], [12.5094, -9.2081, -22.1144], [14.0517, -9.9730, -22.5367], [13.1341, -8.7916, -23.5892], [13.3814, -7.0406, -21.7930], [13.9821, -8.0293, -20.6942], [14.3752, -6.5885, -24.2818], [15.7349, -5.5223, -24.7517], [14.3957, -4.8581, -23.7664], [19.3683, -13.2423, -19.8458], [17.8987, -12.9515, -19.8242], [17.6529, -12.3660, -21.0573], [17.0009, -10.8280, -21.1476], [18.5180, -9.7935, -20.8600], [16.7219, -10.6265, -22.5540], [16.0414, -10.6294, -20.0214], [19.7312, -13.2203, -18.8183], [19.9919, -12.5423, -20.4019], [19.4710, -14.2347, -20.2848], [17.3492, -13.8917, -19.7776], [17.5706, -12.2338, -19.0723], [19.3299, -10.3157, -21.3662], [18.6352, -9.8175, -19.7766], [18.3219, -8.7748, -21.1947], [10.5549, -10.1397, -24.5680], [10.9549, -11.3626, -23.7607], [10.9405, -12.4564, -24.8483], [10.0947, -11.9282, -25.8388], [9.4974, -10.6639, -25.4326], [11.4027, -9.8836, -25.2034], [10.3053, -9.1977, -24.0796], [10.2858, -11.5926, -22.9315], [11.9729, -11.2476, -23.3886], [10.5523, -13.4022, -24.4703], [11.9557, -12.6507, -25.1942], [8.4748, -10.7924, -25.0778], [9.4408, -9.9994, -26.2948]]
}



(3)
{
  "formula": "C5H12O4",
  "method": "ωB97M-V/def2-TZVPD",
  "e_lumo_ev": 0.7,
  "relative_energy_kcal_mol": 89.9,
  "total_energy_ev": -13566.249,
  "orbital_gap_ev": 8.19,
  "molar_mass_g_mol": 136.147,
  "species": ["C", "C", "C", "O", "O", "H", "H", "H", "H", "H", "H", "H", "H", "C", "C", "O", "O", "H", "H", "H", "H"],
  "xyz": [[-0.5040, -1.5876, -0.1705], [1.3850, -2.7535, 0.5168], [-0.1340, -1.5689, -1.6244], [-0.2674, -0.4023, 0.4556], [1.7867, -3.7526, -0.3538], [0.2445, 0.2558, -0.0661], [2.0030, -3.3637, -1.2086], [0.0097, -2.5158, 0.4362], [1.3425, -3.1500, 1.5307], [1.9429, -1.8166, 0.4558], [-0.9327, -1.0522, -2.1642], [0.8036, -1.0299, -1.8518], [-0.0818, -2.5812, -2.0253], [-1.0196, 4.1282, 0.7430], [-0.7003, 2.6693, 0.5770], [-1.4840, 1.8913, 1.3333], [0.1697, 2.2388, -0.1570], [-1.2424, 0.9468, 1.1922], [-0.8847, 4.4154, 1.7871], [-2.0657, 4.3068, 0.4890], [-0.3711, 4.7218, 0.1049]]
}